C8H8 | wB97M-V/def2-TZVPD

**2S+1**: 1
**Kohn-Sham gap**: 9.1 eV
**SMILES**: C1=CC2C=CC1C=C2

XYZ file:
```
16
Properties=species:S:1:pos:R:3:mulliken_charge:R:1
H 1.466 1.633 -1.544 0.456
C -0.103 1.519 -0.029 -0.482
H -0.084 -0.070 2.430 0.304
C 0.917 1.089 -0.804 -0.621
C -1.574 -0.466 -0.448 -0.481
H 2.240 -1.185 0.815 0.380
H -0.418 -1.960 -1.714 0.375
C 1.204 -0.748 0.931 -0.282
H 1.708 -0.621 -1.219 0.673
C -0.011 -0.361 1.389 -0.730
C 0.980 -0.416 -0.525 -0.202
H -1.742 1.055 1.195 0.365
C -0.426 -1.209 -0.933 -0.688
H -0.378 2.540 0.010 0.428
C -1.015 0.439 0.519 0.086
H -2.631 -0.474 -0.567 0.419
```